C3H8O2 in the gas phase. Source: the Open Molecules 2025 dataset; level of theory: ωB97M-V with the def2-TZVPD basis set.

Results
Spin multiplicity ... 1
SMILES ... OCCCO
Net charge ... 0
Orbital gap ... 10.63 eV
E ... -269.56017 Ha

The geometry in XYZ format:
```
13
C3H8O2 (ωB97M-V with the def2-TZVPD basis set)
O -0.879 1.496 0.238
C -1.135 0.084 0.253
C -0.141 -0.557 -0.715
C 1.272 -0.583 -0.101
O 1.575 0.641 0.531
H -1.092 1.888 1.094
H -2.185 -0.081 -0.027
H -0.956 -0.337 1.254
H -0.145 0.010 -1.655
H -0.473 -1.571 -0.963
H 1.324 -1.395 0.641
H 2.026 -0.795 -0.873
H 0.808 1.201 0.324
```

---

C3H8O2 in the gas phase. Source: the Open Molecules 2025 dataset; level of theory: ωB97M-V with the def2-TZVPD basis set.

Results
Spin multiplicity ... 1
SMILES ... OCCCO
Net charge ... 0
Orbital gap ... 11.05 eV
E ... -269.55724 Ha

The geometry in XYZ format:
```
13
C3H8O2 (ωB97M-V with the def2-TZVPD basis set)
O -0.860 -0.976 -1.610
C -0.952 -1.095 -0.200
C 0.185 -0.420 0.521
C 0.247 1.076 0.255
O 1.477 1.611 0.747
H 0.070 -0.858 -1.837
H -1.048 -2.144 0.056
H -1.914 -0.668 0.082
H 1.149 -0.885 0.322
H 0.068 -0.542 1.597
H -0.551 1.564 0.821
H 0.116 1.382 -0.786
H 2.013 1.956 0.032
```

---

Number 1: M 76.1 Da. Number 2: M 76.1 Da.